DFT (ωB97M-V/def2-TZVPD) results for one molecule with the formula C5H5Cl3F2.

Geometry as XYZ:
```
15
C5H5Cl3F2 (ωB97M-V/def2-TZVPD)
C 1.01266 -0.21526 0.42285
C 0.45185 -0.10441 -0.96796
C -0.23691 -0.10101 1.27588
C -1.39543 -0.96623 0.86112
C 0.24254 1.26168 -1.53645
F 0.01741 -0.37680 2.61626
F -0.61336 1.23307 1.31003
Cl 0.67875 -1.43064 -2.07395
Cl -1.00970 -2.60555 0.58940
Cl -3.01205 -0.79892 1.51769
H 1.56225 -1.12584 0.40435
H 1.61803 0.56348 0.57588
H 0.64196 1.95417 -0.85963
H -0.79103 1.39129 -1.57046
H 0.83302 1.32095 -2.56500
```

Results
* LUMO (alpha / beta): -0.08 / -0.94 eV
* electronic energy: -48265.0931 eV
* HOMO level (alpha / beta): -8.9672 / -8.2675 eV
* multiplicity: 1
* Kohn-Sham gap (alpha / beta): 8.8836 / 7.3322 eV

Atomic partial charges in e from the Löwdin method, atoms 1 to 6: -0.1338 -0.6837 -0.6024 -0.9870 -0.1029 0.0417